C63H57NO2P2Pd | the ωB97M-V functional and the def2-TZVPD basis

max |F|	1.80	eV/A
multiplicity	1
HOMO-LUMO gap	1.9	eV
HOMO level	-4.65	eV

Structure (XYZ):
```
126
C63H57NO2P2Pd the ωB97M-V functional and the def2-TZVPD basis
Pd 0.77 7.94 1.26
P -0.24 8.83 3.04
P 3.03 8.01 1.06
O 2.52 -3.11 1.91
O 3.97 -1.39 2.24
N 0.51 -1.44 1.71
C -0.46 7.63 -0.53
C 4.00 11.23 3.37
C -0.61 11.48 3.87
C -0.18 10.62 2.84
C 5.57 9.48 3.95
C 2.91 7.99 -1.70
C 1.40 7.60 7.16
C 2.70 3.34 -1.80
C -0.75 9.96 -1.39
C -0.68 -0.94 1.75
C -2.00 8.40 3.11
C 3.51 -4.00 2.52
C 3.60 9.81 -3.14
C 3.95 6.45 1.05
C -2.35 7.07 3.42
C -0.15 5.35 0.61
C -0.33 8.65 5.82
C -4.33 8.92 2.73
C 3.92 9.99 -0.75
C -4.67 7.59 2.99
C 3.83 5.59 2.16
C -2.82 11.18 -1.12
C 0.41 8.38 4.66
C -0.85 6.57 0.34
C 3.42 10.39 2.43
C 1.67 -0.87 1.83
C -4.27 -2.04 1.95
C -1.72 -3.16 1.51
C 1.95 0.56 1.97
C -3.68 6.67 3.34
C 1.65 7.73 4.76
C 4.04 10.53 -2.03
C -3.14 -1.22 1.94
C 5.60 4.93 0.10
C -2.69 8.84 -0.49
C 5.09 10.78 4.13
C -4.12 -3.42 1.73
C 2.57 3.03 -0.44
C -3.43 10.02 -0.62
C 4.62 4.44 2.26
C -0.56 12.86 3.67
C -2.86 -3.97 1.50
C 3.41 -5.37 1.90
C 1.64 3.70 0.33
C 5.51 4.11 1.23
C -3.00 9.32 2.78
C 4.98 8.63 3.01
C 0.17 8.27 7.07
C 3.35 8.72 -0.58
C 0.91 4.95 -1.63
C 2.84 -1.81 2.01
C 3.04 8.53 -2.98
C 0.78 4.69 -0.24
C -1.86 -1.77 1.72
C 1.88 4.31 -2.38
C 0.28 11.16 1.63
C 0.33 12.53 1.44
C -1.48 11.14 -1.52
C -0.08 13.38 2.46
C 4.85 6.10 0.02
C -1.32 8.81 -0.81
C 2.14 7.32 6.00
C 3.89 9.08 2.24
H -3.18 7.93 -0.13
H -0.98 11.06 4.80
H 3.13 5.83 2.95
H -2.73 10.36 2.57
H -3.95 5.63 3.57
H 2.38 -5.69 1.75
H -5.71 7.27 2.92
H 4.98 6.76 -0.84
H -5.25 -1.61 2.12
H -5.01 -4.06 1.73
H -0.91 13.52 4.46
H 1.45 1.15 1.19
H 5.37 7.62 2.86
H 3.61 12.24 3.50
H 3.31 -4.02 3.60
H 3.09 6.80 6.06
H 3.93 -5.38 0.93
H -0.83 0.15 1.87
H -0.33 4.87 1.57
H -2.75 -5.04 1.31
H 1.59 0.93 2.95
H 2.70 7.95 -3.84
H 4.51 -3.57 2.36
H -3.39 12.11 -1.18
H -4.48 10.04 -0.32
H 3.03 0.71 1.92
H 0.29 9.93 -1.72
H -1.00 12.04 -1.92
H 4.48 11.52 -2.16
H 3.45 2.81 -2.40
H -1.80 6.72 0.82
H 0.39 7.50 -1.20
H 3.21 2.27 0.00
H 3.92 -6.09 2.55
H 6.42 9.12 4.54
H 0.62 10.47 0.84
H -3.22 -0.14 2.10
H -5.10 9.65 2.48
H 1.78 7.28 8.13
H 4.55 3.81 3.15
H 0.21 5.65 -2.10
H 3.70 10.23 -4.14
H -0.03 14.46 2.32
H -0.39 8.50 7.97
H -1.57 6.36 3.71
H -0.73 -3.57 1.36
H 2.59 10.75 1.82
H 2.23 7.56 3.85
H 1.60 3.54 1.41
H -1.30 9.14 5.75
H 6.13 3.22 1.31
H 4.28 10.55 0.11
H 2.01 4.57 -3.43
H 2.47 7.00 -1.56
H 0.69 12.92 0.49
H 5.55 11.44 4.87
H 6.27 4.66 -0.72
```

---

C63H61IrN8Sb2 | the ωB97M-V functional and the def2-TZVPD basis

max |F|	1.67	eV/A
multiplicity	2
HOMO-LUMO gap (spin up / spin down)	4.9 / 3.9	eV
⟨S²⟩	0.855
energy relative to the best compared isomer or geometry (same formula, charge and spin)	46.2	kcal per mole
HOMO level (spin up / spin down)	-9.17 / -9.15	eV
total charge	+1

Structure (XYZ):
```
135
C63H61IrN8Sb2 the ωB97M-V functional and the def2-TZVPD basis
Ir 0.37 -0.35 1.78
Sb -3.28 -1.41 -1.35
Sb 2.78 1.31 -2.15
N -1.83 0.75 4.02
N -1.51 -3.06 1.25
N 0.34 1.12 3.09
N 2.51 -1.38 -0.58
N 0.46 -1.88 0.55
N 2.48 2.07 2.63
N 2.16 0.24 1.16
N -1.30 -1.05 2.54
C -0.69 2.93 4.00
C -6.36 -0.79 -0.93
C 4.32 -0.20 0.58
C 4.82 -0.30 -3.80
C -4.00 2.46 -3.43
C -0.81 1.53 3.71
C -4.25 -4.34 -1.54
C 4.07 3.70 -0.59
C -0.44 -5.03 -2.69
C 6.70 0.65 1.67
C 1.94 2.20 -5.13
C -3.74 2.18 -4.76
C -3.19 0.96 -5.10
C -3.51 -3.75 3.56
C -7.47 -0.49 -0.15
C 0.86 -2.95 -1.43
C -4.36 -4.21 -0.05
C 0.09 5.57 4.16
C -4.42 -3.72 4.59
C -1.18 5.18 4.59
C 2.95 -0.51 0.34
C -0.52 -2.83 0.39
C 5.50 -0.76 0.12
C -4.09 -4.63 -4.32
C -1.59 3.86 4.52
C 1.24 2.16 3.04
C 1.44 1.32 -4.00
C -2.95 -1.43 4.08
C -3.33 0.26 -2.80
C 2.76 3.43 -1.31
C 4.33 0.80 1.59
C 1.34 -3.39 -2.65
C -7.36 -0.34 1.22
C -4.06 1.93 -1.01
C 0.60 3.33 3.58
C -4.52 -5.56 -2.15
C -3.78 1.52 -2.43
C -3.88 -1.41 5.11
C -4.62 -2.56 5.34
C 0.04 1.69 -3.54
C 0.67 -4.42 -3.28
C 2.95 1.09 1.89
C -0.30 -3.53 -0.84
C -6.50 -0.92 -2.42
C 4.85 0.97 -2.98
C 1.34 -1.97 -0.50
C -1.79 -2.30 2.30
C -1.99 -0.48 3.59
C -5.03 -0.79 1.08
C 2.48 4.48 -2.37
C -5.13 -0.94 -0.30
C -0.93 -4.60 -1.47
C -4.43 -5.71 -3.53
C 5.39 2.15 -3.76
C -6.14 -0.49 1.84
C -3.81 -3.41 -3.72
C -3.89 -3.26 -2.35
C 5.53 1.22 2.15
C 6.69 -0.32 0.67
C -2.96 0.01 -4.12
C 1.00 4.66 3.66
C -2.79 -2.60 3.29
C -0.57 0.80 0.32
H -4.06 -0.91 1.55
H 1.45 0.27 -4.31
H -5.13 1.88 -0.81
H -2.47 -0.91 -4.38
H -1.85 5.93 4.98
H 1.50 4.32 -2.83
H -3.95 2.92 -5.52
H 5.54 1.95 2.94
H 2.47 5.46 -1.91
H -2.57 3.55 4.84
H 2.22 -2.93 -3.09
H -5.00 -4.60 4.83
H 5.43 3.06 -3.16
H -3.33 -4.64 2.97
H -0.66 1.63 -4.37
H -4.56 -5.18 0.40
H -3.55 -2.57 -4.35
H 6.41 1.92 -4.09
H -4.03 -4.73 -5.39
H 4.89 3.81 -1.29
H -4.02 -0.53 5.71
H 0.36 6.62 4.22
H 7.65 0.95 2.10
H -6.07 -0.05 -2.91
H -0.90 -5.87 -3.19
H 5.83 -0.56 -4.11
H -5.97 -1.81 -2.78
H -3.55 1.29 -0.30
H 2.90 1.86 -5.51
H -3.74 2.95 -0.85
H 0.07 0.83 -0.57
H 4.22 -0.17 -4.71
H 1.95 3.39 -0.58
H 4.80 2.35 -4.65
H 3.25 4.48 -3.13
H 5.45 0.82 -2.08
H 5.47 -1.54 -0.62
H -8.24 -0.10 1.81
H -1.53 0.37 0.05
H 7.62 -0.75 0.35
H -4.79 -6.40 -1.54
H -4.62 -6.67 -3.97
H -6.04 -0.37 2.91
H 0.01 2.70 -3.15
H 4.41 -1.12 -3.23
H 1.23 2.15 -5.95
H -2.93 0.74 -6.13
H -5.17 -3.54 0.21
H -0.74 1.82 0.67
H 2.02 3.24 -4.83
H -3.44 -3.82 0.38
H -0.30 1.00 -2.77
H 4.31 2.92 0.12
H -4.37 3.44 -3.16
H -1.76 -5.11 -1.01
H -8.43 -0.37 -0.63
H 1.98 4.96 3.32
H -5.36 -2.56 6.13
H 1.03 -4.79 -4.23
H 3.99 4.64 -0.04
H -7.54 -1.00 -2.70
```

---

C63H66O23 | the ωB97M-V functional and the def2-TZVPD basis

max |F|	4.95	eV/A
multiplicity	1
HOMO-LUMO gap	8.2	eV
structure (SMILES)	Oc1ccc(O)cc1.Oc1ccc(O)cc1.Oc1ccc(O)cc1.Oc1ccc(O)cc1.Oc1ccc(O)cc1.Oc1ccc(O)cc1.Oc1ccc(O)cc1.Oc1ccc(O)cc1.Oc1ccc(O)cc1.Oc1ccc(O)cc1.COC(=O)OC
HOMO level	-7.90	eV

Structure (XYZ):
```
152
C63H66O23 the ωB97M-V functional and the def2-TZVPD basis
O 0.75 0.74 -0.50
O -1.71 -2.94 5.50
O -1.05 2.33 4.12
O 2.36 3.42 -5.55
O 0.69 5.29 -0.62
O -4.91 -8.91 1.97
O -0.03 1.80 1.38
O -4.17 -2.69 -2.08
O 6.96 3.25 4.74
O 2.28 0.14 -5.69
O 5.84 7.02 4.34
O -3.20 -5.35 -1.74
O -5.18 0.38 2.99
O -1.38 0.71 0.10
O 1.90 -1.20 2.23
O 4.16 0.33 1.27
O -5.28 -5.07 2.37
O -5.55 -2.09 -7.40
O 7.01 3.62 -1.39
O 0.81 4.88 3.62
O -3.19 0.38 -4.99
O -0.56 -4.39 -1.66
O 2.71 0.28 -2.25
C -1.23 1.01 4.55
C 1.83 -2.17 -0.03
C -2.57 -7.10 -0.11
C 5.16 2.41 1.80
C -4.43 -8.08 1.04
C 0.91 0.11 -5.55
C -5.28 -7.29 0.30
C 2.01 5.56 -2.60
C 0.11 0.96 -6.29
C -0.41 0.53 5.56
C -5.47 -3.09 3.61
C -2.33 -1.15 4.25
C -1.52 -1.65 5.21
C -5.14 -2.95 1.25
C 1.01 4.87 -1.92
C 4.66 3.35 -1.59
C -5.32 -1.67 -3.84
C 2.06 5.34 3.89
C -2.12 0.17 3.87
C -5.30 -3.71 2.40
C -0.33 -3.63 0.62
C 0.13 -3.68 -0.64
C -5.31 -0.93 2.62
C 1.28 -2.95 -0.94
C 1.21 2.51 1.46
C 5.89 1.23 4.27
C -4.37 -2.58 -3.43
C 5.92 2.76 -1.55
C 2.45 5.05 -3.77
C -1.26 0.99 -6.13
C -5.66 -1.46 -5.13
C -5.09 -2.25 -6.12
C 3.76 1.12 -1.98
C 2.93 4.86 4.88
C 0.25 -2.81 1.59
C -4.87 -6.36 -0.63
C -0.15 1.05 0.31
C -0.55 -0.84 5.87
C 6.14 1.41 -1.76
C -1.87 0.21 -5.18
C -3.51 -6.22 -0.77
C 0.31 -0.79 -4.69
C 4.18 5.44 5.00
C -5.40 -1.73 3.75
C 1.86 3.87 -4.33
C 2.51 6.35 3.03
C -3.05 -7.94 0.89
C 3.57 2.50 -1.73
C 4.55 6.52 4.22
C -3.73 -3.32 -4.42
C 3.76 6.94 3.18
C 0.81 3.27 -3.74
C -1.60 -0.31 -0.87
C -4.09 -3.11 -5.73
C 0.38 3.81 -2.53
C -5.16 -1.56 1.34
C 1.34 -1.98 1.29
C 6.20 2.50 3.95
C 5.82 3.14 2.77
C -1.10 -0.73 -4.50
C 4.83 1.09 2.17
C 5.02 0.52 -1.91
C 5.16 0.50 3.38
H 4.47 4.38 -1.53
H -1.30 2.44 3.19
H -2.95 -3.99 -4.12
H 5.27 -0.52 -1.97
H 5.84 7.91 4.04
H -5.49 -5.64 -1.24
H -4.07 -3.63 -1.81
H 1.60 2.81 0.49
H -0.20 -4.28 -2.53
H 0.34 2.37 -4.15
H 2.55 4.10 5.55
H -0.22 5.27 -0.33
H 0.05 -1.34 6.65
H 0.28 1.20 6.11
H -2.38 -8.70 1.36
H -2.67 -0.60 -0.80
H 3.13 5.55 -4.40
H -6.35 -7.38 0.51
H -0.39 -2.81 2.46
H -1.94 1.51 -6.79
H 2.66 -0.71 1.96
H -1.54 -6.88 -0.34
H -5.70 -3.69 4.43
H -1.29 -4.13 0.92
H 4.15 0.81 0.46
H 1.02 3.48 2.00
H 0.66 1.52 -7.06
H -1.54 0.24 -1.82
H -5.49 -1.27 4.75
H -3.02 -1.74 3.61
H -0.89 -1.16 -0.79
H 7.14 1.07 -1.62
H -2.68 0.69 3.12
H 1.69 -3.03 -1.96
H -5.05 -2.77 -7.90
H -4.89 -5.25 1.49
H 1.99 0.57 -1.68
H -0.37 3.33 -2.01
H 2.74 -0.16 -4.89
H 0.92 -1.44 -4.11
H 6.05 4.25 2.67
H 7.78 3.11 -1.62
H 2.40 2.45 -5.52
H 4.91 -0.57 3.52
H -1.22 -2.99 6.33
H -4.90 -3.34 0.30
H 2.44 6.43 -2.08
H -6.41 -0.74 -5.45
H 4.14 7.72 2.51
H -1.65 -1.37 -3.83
H 4.87 5.08 5.72
H 4.75 2.81 0.87
H 2.59 2.95 -1.85
H -3.47 -3.74 -6.42
H 6.31 0.83 5.20
H 0.53 4.36 4.40
H -5.89 -8.76 2.04
H 2.74 -1.58 -0.22
H 1.75 6.70 2.36
H -5.08 -1.02 0.44
H -5.82 -1.04 -3.13
H 1.94 1.88 2.02
H -4.97 0.95 2.28
H -3.54 -0.39 -4.49
H 6.96 2.94 5.66
H -2.32 -4.94 -1.63
```

---

multiplicity of number 2 (C63H61IrN8Sb2)? 2